{"formula": "C56H156N12O20", "method": "the ωB97M-V functional and the def2-TZVPD basis", "lumo_ev": 0.33, "energy_ha": -4388.6582, "total_charge": 0, "multiplicity": 1, "homo_ev": -8.5970, "species": ["C", "C", "C", "O", "C", "N", "H", "H", "H", "H", "H", "H", "H", "H", "H", "H", "H", "C", "C", "C", "O", "C", "N", "H", "H", "H", "H", "H", "H", "H", "H", "H", "H", "H", "C", "C", "C", "O", "C", "N", "H", "H", "H", "H", "H", "H", "H", "H", "H", "H", "H", "C", "C", "C", "O", "C", "N", "H", "H", "H", "H", "H", "H", "H", "H", "H", "H", "H", "C", "C", "C", "O", "C", "N", "H", "H", "H", "H", "H", "H", "H", "H", "H", "H", "H", "C", "C", "C", "O", "C", "N", "H", "H", "H", "H", "H", "H", "H", "H", "H", "H", "H", "C", "C", "C", "O", "C", "N", "H", "H", "H", "H", "H", "H", "H", "H", "H", "H", "H", "C", "C", "C", "O", "C", "N", "H", "H", "H", "H", "H", "H", "H", "H", "H", "H", "H", "C", "C", "C", "O", "C", "N", "H", "H", "H", "H", "H", "H", "H", "H", "H", "H", "H", "C", "C", "C", "O", "C", "N", "H", "H", "H", "H", "H", "H", "H", "H", "H", "H", "H", "C", "C", "C", "O", "C", "N", "H", "H", "H", "H", "H", "H", "H", "H", "H", "H", "H", "C", "C", "C", "O", "C", "N", "H", "H", "H", "H", "H", "H", "H", "H", "H", "H", "H", "C", "C", "O", "O", "H", "H", "H", "H", "H", "H", "C", "C", "O", "O", "H", "H", "H", "H", "H", "H", "C", "C", "O", "O", "H", "H", "H", "H", "H", "H", "C", "C", "O", "O", "H", "H", "H", "H", "H", "H"], "positions_angstrom": [[-3.723, -8.224, 1.172], [-2.241, -7.976, 1.232], [-1.867, -6.439, 1.298], [-0.429, -6.218, 1.291], [-0.088, -4.835, 1.512], [-1.762, -8.688, 2.446], [-3.869, -9.298, 1.057], [-4.102, -7.661, 0.319], [-4.294, -7.836, 2.015], [-1.746, -8.371, 0.345], [-2.203, -5.872, 2.167], [-2.291, -5.986, 0.402], [-0.593, -4.188, 0.796], [0.990, -4.693, 1.432], [-0.330, -4.580, 2.544], [-2.282, -8.429, 3.271], [-0.894, -8.287, 2.772], [-3.564, -2.450, 0.393], [-4.497, -2.375, 1.605], [-4.875, -3.770, 2.237], [-5.875, -3.448, 3.310], [-6.123, -4.706, 3.946], [-3.959, -1.577, 2.641], [-2.522, -2.590, 0.680], [-3.567, -1.543, -0.211], [-3.812, -3.319, -0.216], [-5.389, -1.861, 1.246], [-3.946, -4.214, 2.592], [-5.258, -4.443, 1.470], [-6.594, -5.485, 3.346], [-6.834, -4.534, 4.754], [-5.256, -5.193, 4.394], [-4.590, -1.701, 3.419], [-4.032, -0.632, 2.293], [-7.108, 1.498, 2.047], [-6.396, 1.747, 3.357], [-4.997, 2.246, 3.033], [-4.162, 1.276, 2.401], [-2.873, 1.742, 2.046], [-7.126, 2.727, 4.123], [-7.321, 2.363, 1.419], [-8.046, 0.959, 2.188], [-6.479, 0.907, 1.381], [-6.212, 0.929, 4.053], [-4.572, 2.698, 3.929], [-5.193, 2.952, 2.226], [-2.227, 0.971, 1.626], [-2.344, 2.120, 2.921], [-2.893, 2.635, 1.421], [-6.589, 2.749, 4.978], [-8.015, 2.393, 4.467], [4.545, -3.262, 2.098], [4.828, -1.774, 1.814], [5.815, -1.280, 2.776], [5.059, -0.914, 3.956], [5.905, -0.443, 4.964], [5.249, -1.521, 0.449], [5.384, -3.935, 1.920], [3.703, -3.654, 1.528], [4.143, -3.361, 3.106], [3.935, -1.172, 1.979], [6.443, -0.473, 2.398], [6.536, -2.052, 3.046], [6.559, -1.247, 5.302], [5.285, -0.085, 5.785], [6.517, 0.428, 4.731], [6.137, -1.952, 0.233], [4.621, -1.877, -0.258], [4.416, 2.642, 3.075], [3.254, 2.090, 3.900], [2.028, 3.012, 3.845], [0.997, 2.579, 4.701], [-0.104, 3.497, 4.699], [2.961, 0.804, 3.282], [4.093, 2.721, 2.037], [5.264, 1.972, 3.222], [4.795, 3.595, 3.442], [3.565, 1.901, 4.927], [1.723, 3.037, 2.798], [2.448, 3.984, 4.100], [-0.905, 3.023, 5.265], [-0.488, 3.729, 3.706], [0.177, 4.420, 5.207], [3.765, 0.242, 3.521], [2.168, 0.364, 3.726], [-7.708, -2.095, -4.704], [-6.842, -1.914, -3.467], [-5.615, -0.966, -3.684], [-4.746, -0.937, -2.533], [-3.555, -0.139, -2.771], [-7.622, -1.287, -2.443], [-8.147, -1.253, -5.241], [-8.501, -2.819, -4.516], [-7.214, -2.646, -5.505], [-6.498, -2.887, -3.116], [-5.904, 0.051, -3.952], [-4.988, -1.366, -4.481], [-3.955, 0.828, -3.077], [-2.804, -0.494, -3.476], [-2.900, 0.058, -1.922], [-7.811, -0.327, -2.692], [-7.058, -1.299, -1.605], [1.061, -1.748, -9.350], [1.566, -0.468, -8.766], [1.351, -0.594, -7.254], [-0.040, -0.496, -6.875], [-0.249, -0.501, -5.470], [2.981, -0.339, -9.189], [1.815, -2.519, -9.192], [0.997, -1.765, -10.438], [0.152, -2.160, -8.913], [0.981, 0.363, -9.159], [1.857, 0.256, -6.796], [1.775, -1.491, -6.804], [0.064, -1.428, -4.989], [-1.304, -0.277, -5.307], [0.208, 0.397, -5.054], [3.506, -0.078, -8.366], [3.406, -1.193, -9.524], [0.127, 0.022, 6.785], [1.109, -0.490, 5.790], [1.388, -2.026, 6.016], [1.974, -2.433, 7.272], [3.107, -1.628, 7.568], [0.554, -0.253, 4.479], [0.438, -0.116, 7.820], [-0.799, -0.552, 6.760], [-0.066, 1.094, 6.840], [2.000, 0.112, 5.967], [2.160, -2.357, 5.321], [0.507, -2.664, 5.934], [3.603, -2.145, 8.389], [2.802, -0.690, 8.032], [3.748, -1.400, 6.716], [-0.348, -0.680, 4.323], [0.404, 0.733, 4.323], [-2.273, 7.386, -0.161], [-1.595, 7.495, -1.528], [-0.842, 8.794, -1.827], [-1.740, 9.935, -1.786], [-1.088, 11.189, -2.195], [-0.584, 6.496, -1.578], [-2.958, 8.232, -0.091], [-1.480, 7.622, 0.548], [-2.691, 6.410, 0.085], [-2.320, 7.378, -2.333], [-0.324, 8.865, -2.784], [-0.016, 8.914, -1.126], [-0.280, 11.308, -1.474], [-1.697, 12.093, -2.170], [-0.540, 11.038, -3.125], [-0.141, 6.556, -2.484], [-0.960, 5.569, -1.438], [0.937, -1.642, 1.013], [1.289, -0.595, 0.027], [0.061, 0.196, -0.385], [0.431, 0.860, -1.614], [-0.305, 1.945, -1.994], [2.344, 0.326, 0.440], [0.327, -2.430, 0.570], [0.544, -1.131, 1.892], [1.784, -2.208, 1.400], [1.608, -1.218, -0.809], [-0.252, 0.806, 0.463], [-0.754, -0.495, -0.597], [-0.012, 2.768, -1.342], [-1.383, 1.780, -1.987], [-0.084, 2.240, -3.020], [2.212, 0.455, 1.433], [3.231, -0.155, 0.434], [2.464, -4.098, -2.970], [3.178, -3.741, -1.643], [4.190, -4.870, -1.114], [3.466, -5.875, -0.509], [4.275, -6.848, 0.161], [3.856, -2.438, -1.785], [1.951, -3.303, -3.511], [1.795, -4.952, -2.865], [3.306, -4.461, -3.559], [2.493, -3.577, -0.812], [5.013, -4.531, -0.485], [4.618, -5.335, -2.001], [4.420, -6.759, 1.238], [5.322, -6.911, -0.135], [3.848, -7.821, -0.081], [4.561, -2.656, -2.475], [3.240, -1.785, -2.248], [-3.844, 2.659, -5.714], [-2.426, 3.060, -5.214], [-1.385, 3.177, -6.256], [-0.040, 3.364, -5.662], [0.973, 3.022, -6.627], [-2.527, 4.288, -4.458], [-4.133, 3.377, -6.482], [-4.578, 2.544, -4.916], [-3.706, 1.684, -6.181], [-2.064, 2.284, -4.540], [-1.743, 3.990, -6.888], [-1.436, 2.247, -6.822], [1.966, 2.902, -6.193], [1.010, 3.767, -7.421], [0.739, 2.076, -7.115], [-1.604, 4.693, -4.394], [-2.939, 4.973, -5.076], [2.703, 0.412, -3.839], [3.762, 0.821, -2.774], [3.355, 1.795, -1.838], [1.925, -0.535, -3.160], [3.168, -0.050, -4.709], [1.977, 1.192, -4.073], [4.646, 1.141, -3.326], [4.149, -0.006, -2.179], [2.841, 1.364, -1.151], [1.576, 0.000, -2.443], [6.744, 2.063, 0.338], [7.837, 2.214, 1.378], [7.890, 3.513, 1.985], [6.805, 0.859, -0.440], [6.735, 2.854, -0.412], [5.802, 2.039, 0.887], [8.814, 2.064, 0.917], [7.672, 1.447, 2.134], [8.218, 4.118, 1.317], [6.120, 0.260, -0.135], [2.839, 6.465, -1.499], [3.065, 4.991, -1.360], [3.999, 4.442, -2.313], [2.005, 6.920, -0.471], [2.276, 6.559, -2.428], [3.740, 7.073, -1.583], [2.132, 4.449, -1.515], [3.417, 4.825, -0.342], [3.901, 3.497, -2.177], [1.132, 6.922, -0.872], [-1.647, -3.354, 4.377], [-2.557, -3.133, 5.564], [-2.783, -4.337, 6.301], [-1.490, -2.183, 3.714], [-2.099, -4.123, 3.752], [-0.691, -3.801, 4.648], [-3.478, -2.758, 5.118], [-2.228, -2.342, 6.238], [-3.524, -4.161, 6.886], [-2.277, -1.969, 3.208]], "forces_ev_per_angstrom": [[-0.2, 0.6, -0.9], [1.0, 1.5, 2.5], [0.9, -0.3, -0.6], [-0.4, -0.2, -0.3], [-0.2, -1.1, 0.3], [0.7, 0.1, 0.0], [-0.3, 0.1, 0.0], [-0.3, -0.4, -0.3], [0.3, -0.2, 0.4], [0.1, -0.1, 0.1], [-0.7, -0.5, 0.3], [-0.1, 0.3, -0.2], [-0.1, 0.0, 0.1], [0.0, -0.4, -0.3], [-0.3, 0.3, -0.1], [-1.2, -0.1, -0.2], [0.9, -0.1, -0.7], [0.4, -0.6, 0.3], [-0.7, -1.7, -1.1], [-0.5, 2.7, -0.5], [2.0, -2.5, -1.6], [-0.9, 0.1, 1.1], [0.9, 0.4, 0.5], [0.1, -0.1, 0.4], [-0.4, -0.1, 0.0], [-0.2, 0.2, -0.3], [-0.7, -0.5, -0.2], [-0.1, -0.1, 0.7], [-0.6, 0.0, 0.1], [0.0, 0.3, -0.8], [0.0, 0.2, 0.1], [0.5, 0.4, -0.1], [-0.1, 0.5, 0.4], [0.1, 0.5, 0.7], [-0.1, -1.4, -0.5], [0.3, -0.6, -0.5], [-0.3, 0.9, -1.3], [0.0, -0.6, 0.4], [0.2, 1.0, 0.9], [0.7, 1.1, 0.8], [0.0, 0.6, 0.7], [0.0, 0.0, 0.0], [0.0, -0.4, 0.1], [-0.4, -1.2, -0.8], [0.5, 0.1, -0.1], [0.4, 1.0, 0.4], [-0.6, -0.2, -0.2], [0.1, -0.2, 0.5], [-0.3, -0.1, -0.6], [0.0, 0.8, 0.5], [-0.3, -0.4, -0.5], [-1.3, 0.2, 0.2], [-0.6, -1.3, -1.3], [0.6, 0.4, 1.6], [1.2, 0.0, -0.8], [0.0, 0.1, 1.0], [0.7, 0.8, 0.3], [0.2, 0.2, 0.2], [0.0, 0.1, -0.6], [0.5, -0.1, 0.4], [-0.2, -0.3, 0.0], [-0.4, 0.6, 0.0], [0.1, -0.3, 0.2], [0.1, 0.0, 0.2], [-0.1, -0.3, 0.1], [0.1, 0.0, -0.7], [0.3, -0.1, 0.2], [-0.5, -0.2, -0.3], [-0.1, 0.5, 1.0], [-0.5, -0.2, -0.7], [1.8, -0.3, -0.1], [-0.5, 0.7, -0.3], [0.2, -0.5, 0.6], [-0.1, 0.2, 0.1], [0.3, -0.1, 0.0], [0.0, -0.2, -0.5], [-0.2, 0.3, -0.1], [0.0, 0.5, 0.5], [-0.4, 0.1, -0.2], [-0.6, 0.5, 0.3], [0.0, 0.0, 0.0], [0.2, -0.1, -0.3], [0.0, 0.1, -0.1], [-0.1, -0.4, -0.3], [-0.2, -0.3, 0.0], [0.2, -1.4, -1.1], [0.7, 1.9, -0.6], [1.2, -1.5, -0.5], [0.8, 0.0, 0.2], [-1.1, 0.6, -0.1], [-0.9, -0.6, 1.2], [0.1, 0.5, 0.7], [-0.3, 0.4, 0.6], [0.8, 0.1, -0.1], [0.1, 0.0, 0.0], [-0.4, 0.1, 0.0], [0.0, 0.1, -0.5], [0.5, 0.3, -0.3], [-0.6, -0.6, -0.7], [-0.8, -0.4, 0.9], [0.0, 0.1, 0.1], [-0.1, 0.3, 0.3], [-0.1, -1.5, -1.0], [-0.2, -1.4, -0.2], [-0.3, 1.3, 0.9], [0.5, -0.4, -0.8], [-0.2, 1.0, -0.7], [-0.4, 0.9, 1.0], [0.2, -0.2, 0.4], [-0.4, 0.4, -0.1], [-0.2, 0.5, -0.1], [0.1, 0.2, 0.2], [0.3, 0.2, 0.3], [0.2, -0.4, -0.3], [0.1, 0.1, 0.1], [-0.3, -0.6, -0.2], [0.6, -0.2, 0.4], [0.4, 0.3, -0.1], [-0.4, -0.2, 0.0], [-0.7, -0.2, 2.6], [-0.9, -0.5, 0.8], [1.0, 0.2, 0.2], [-0.2, 1.3, -0.3], [-0.6, -0.3, 1.2], [0.4, -0.3, -1.2], [0.5, -0.5, 0.3], [-0.3, 0.2, -0.4], [-0.1, 0.1, -1.0], [0.4, -0.3, -0.6], [-0.3, 0.2, -0.9], [-0.1, 0.4, -0.2], [0.5, -0.1, -0.4], [-0.1, 0.4, -0.2], [0.1, -0.4, -0.1], [0.0, -0.7, 0.3], [0.2, 0.2, 0.3], [0.9, 1.7, -0.3], [-0.6, 0.5, -0.3], [-0.7, 2.0, 0.6], [0.1, 0.6, -0.5], [1.1, -2.0, 1.2], [1.1, -0.8, -0.4], [-0.5, -0.4, 0.2], [0.0, -0.2, 0.3], [-0.2, 0.2, -0.3], [-0.4, -0.1, -0.1], [-0.2, -0.8, -0.6], [0.0, 0.1, 0.6], [0.1, 0.5, 0.3], [-0.5, -0.6, -0.1], [-0.5, 0.2, -0.5], [0.1, -0.6, -0.3], [0.1, -0.1, -0.1], [0.0, -0.4, 1.4], [0.4, -0.6, -1.1], [0.6, -0.7, -0.9], [0.1, -1.4, 1.4], [-0.5, 1.5, -0.2], [-0.4, -0.4, -0.5], [-0.6, 0.5, 0.2], [-0.7, -0.6, 0.3], [0.5, 0.3, -0.2], [0.2, 0.6, -0.6], [0.1, 0.8, -0.3], [-0.3, -0.1, -0.1], [-0.4, 0.5, 0.0], [-0.2, -0.1, 0.4], [0.4, -0.2, -0.1], [0.2, 0.8, 0.6], [0.4, -0.1, -0.3], [0.9, -1.2, 0.7], [-0.2, 0.3, 1.1], [-0.7, 1.0, -1.9], [-0.2, -0.9, 1.7], [0.1, -0.7, -0.4], [0.5, -1.3, -0.4], [0.2, 0.3, 0.5], [-0.1, 0.0, 0.1], [-0.1, 0.0, -0.7], [-0.4, -0.3, 0.0], [-0.2, 0.6, 0.1], [0.6, 0.2, -0.4], [-0.9, 0.5, 0.3], [0.1, 0.4, -0.9], [-0.1, 0.0, 0.3], [0.6, 0.5, -0.3], [-0.5, 0.1, -0.2], [1.8, -0.3, -0.4], [-0.8, -0.4, 1.6], [0.7, -0.6, -0.4], [-1.2, -0.5, -1.1], [-0.6, 0.0, -0.3], [0.0, 0.9, 0.4], [-0.4, 0.0, 0.1], [0.2, 0.4, 0.0], [-0.4, -0.1, -0.2], [-0.1, -0.2, 0.3], [0.8, 0.4, -0.5], [0.6, -0.1, -0.4], [-0.3, 0.4, 0.5], [0.1, 0.2, 0.0], [-0.2, -0.2, 0.1], [0.6, -0.2, 0.5], [-0.7, 0.2, -0.1], [0.6, -0.2, 1.9], [0.9, 0.6, -1.1], [0.1, 0.5, -1.2], [-0.3, -1.7, -0.5], [-0.1, 0.2, -0.1], [0.8, 0.8, -0.6], [0.1, 0.8, 0.2], [-0.4, -0.6, -0.4], [-0.3, -0.2, 0.9], [-0.9, -0.1, 0.4], [-0.9, -0.5, -0.5], [0.8, 0.2, -0.6], [-0.6, -0.5, 0.1], [0.9, 0.5, 0.3], [0.1, 0.5, 0.4], [-0.2, 0.5, -0.2], [0.1, -0.5, -0.1], [0.2, 0.3, 0.3], [0.0, 0.1, 0.0], [-0.3, -0.5, 0.2], [-0.5, 0.0, -1.2], [1.1, -1.0, -0.1], [-0.3, 1.3, 0.4], [0.5, 0.4, 0.6], [0.3, 0.4, -0.6], [0.2, -0.2, 0.2], [-0.4, 0.2, 0.3], [0.0, -0.3, 0.2], [0.1, -0.6, -0.1], [-0.8, -0.1, 0.5], [-0.3, -1.7, 1.0], [-0.5, -0.2, 0.3], [0.1, 0.2, -0.4], [1.7, 1.3, -0.5], [-0.3, -0.2, -0.2], [0.2, 0.3, 0.2], [-0.4, -0.1, 0.1], [0.5, 0.1, -0.1], [0.0, -0.1, 0.1], [-1.2, 0.3, -0.4]]}